(1)
Entry from the Open Molecules 2025 dataset: 9 unconnected molecules or ions with the total composition C31H89N4O24P5 in a non-equilibrium geometry (ωB97M-V with the def2-TZVPD basis set).

```
! wB97M-V def2-TZVPD RIJCOSX def2/J DEFGRID3
* xyz 0 1
C -26.353 -0.730 6.033
C -26.041 -0.975 7.515
C -25.483 0.311 8.146
O -25.180 0.147 9.507
C -24.882 1.398 10.107
N -27.229 -1.465 8.187
H -26.913 -1.553 5.589
H -25.454 -0.647 5.420
H -26.911 0.188 5.832
H -25.284 -1.764 7.522
H -26.099 1.198 7.961
H -24.550 0.447 7.570
H -25.798 1.982 10.196
H -24.086 1.920 9.568
H -24.456 1.196 11.090
H -28.028 -0.877 7.968
H -27.154 -1.404 9.198
C -18.641 0.159 0.623
C -17.738 -0.061 1.847
C -16.625 0.991 1.859
O -15.915 1.035 0.637
C -14.796 0.157 0.620
N -18.524 -0.023 3.063
H -19.220 -0.736 0.380
H -18.059 0.252 -0.305
H -19.234 1.065 0.742
H -17.287 -1.057 1.825
H -15.910 0.874 2.680
H -17.092 1.972 2.002
H -14.276 0.357 -0.313
H -15.090 -0.896 0.638
H -14.180 0.367 1.497
H -19.164 0.759 3.134
H -19.121 -0.836 3.151
C -19.861 -6.149 -0.080
C -18.791 -5.819 -1.112
C -18.920 -4.370 -1.600
O -20.272 -4.079 -1.898
C -20.451 -2.790 -2.421
N -17.480 -5.978 -0.457
H -19.519 -6.076 0.957
H -20.162 -7.190 -0.214
H -20.743 -5.512 -0.069
H -18.893 -6.506 -1.959
H -18.297 -4.201 -2.484
H -18.528 -3.761 -0.777
H -21.497 -2.515 -2.280
H -20.248 -2.707 -3.495
H -19.823 -2.043 -1.924
H -16.729 -5.972 -1.143
H -17.492 -6.923 -0.082
C -25.709 0.304 2.671
C -25.587 0.247 1.155
C -26.863 0.653 0.453
O -27.909 -0.278 0.619
C -29.075 0.111 -0.058
N -24.514 1.159 0.764
H -26.364 1.091 3.046
H -24.795 0.187 3.251
H -26.237 -0.609 2.985
H -25.303 -0.765 0.842
H -26.631 0.816 -0.612
H -27.214 1.636 0.798
H -29.902 -0.462 0.352
H -28.951 -0.014 -1.139
H -29.334 1.172 0.054
H -24.382 1.034 -0.240
H -23.672 0.746 1.157
C -22.206 -3.614 9.078
O -22.722 -4.358 7.990
P -22.417 -5.925 7.717
O -21.686 -6.197 6.476
O -21.806 -6.493 9.056
C -21.884 -7.891 9.332
O -23.921 -6.511 7.696
C -24.732 -6.148 6.601
H -23.005 -2.972 9.450
H -21.343 -3.011 8.782
H -21.844 -4.212 9.919
H -22.107 -8.503 8.455
H -22.706 -8.092 10.019
H -20.930 -8.215 9.737
H -24.978 -5.086 6.517
H -25.652 -6.725 6.619
H -24.295 -6.348 5.615
C -22.923 -0.848 -5.617
O -23.441 -0.999 -4.321
P -23.320 0.183 -3.249
O -24.010 -0.044 -1.964
O -21.777 0.529 -3.205
C -21.179 1.204 -2.104
O -23.917 1.438 -4.069
C -25.305 1.598 -4.283
H -23.584 -0.266 -6.266
H -22.828 -1.818 -6.110
H -21.922 -0.415 -5.701
H -20.575 2.021 -2.500
H -20.490 0.577 -1.538
H -21.905 1.629 -1.411
H -25.495 1.581 -5.361
H -25.622 2.594 -3.967
H -25.930 0.849 -3.797
C -22.824 -10.238 -2.247
O -23.078 -8.840 -2.034
P -23.641 -8.239 -0.671
O -25.102 -8.210 -0.620
O -22.878 -9.013 0.476
C -23.208 -8.771 1.855
O -22.949 -6.805 -0.604
C -23.520 -5.760 -1.407
H -23.725 -10.702 -2.648
H -22.558 -10.732 -1.313
H -22.012 -10.256 -2.970
H -23.717 -9.617 2.311
H -23.864 -7.904 1.900
H -22.276 -8.613 2.390
H -24.385 -6.114 -1.966
H -22.799 -5.316 -2.091
H -23.849 -4.988 -0.710
C -22.309 -1.812 0.204
O -22.925 -1.577 1.482
P -22.290 -2.257 2.766
O -20.914 -1.795 3.024
O -22.451 -3.845 2.547
C -21.541 -4.799 3.113
O -23.344 -1.937 3.908
C -23.274 -2.573 5.193
H -21.875 -0.865 -0.109
H -23.033 -2.245 -0.477
H -21.450 -2.490 0.186
H -21.084 -5.346 2.288
H -22.109 -5.519 3.701
H -20.791 -4.286 3.713
H -22.217 -2.721 5.422
H -23.774 -3.536 5.132
H -23.713 -1.894 5.914
C -19.694 -1.777 6.563
O -19.145 -0.780 7.411
P -20.067 0.368 8.012
O -19.390 1.460 8.707
O -20.994 0.854 6.809
C -20.412 1.451 5.638
O -21.163 -0.427 8.861
C -21.209 -0.405 10.278
H -19.475 -2.745 7.025
H -19.186 -1.836 5.597
H -20.759 -1.641 6.378
H -19.378 1.769 5.789
H -20.999 2.328 5.382
H -20.405 0.661 4.889
H -22.146 0.063 10.568
H -20.316 0.037 10.720
H -21.192 -1.414 10.703
*
```

The calculation puts the LUMO energy at 0.57 eV. Its energy is -4966.45027 Ha. The largest force on an atom comes out at 2.157 eV/A. For the orbital gap, the calculation gives 0.3414 hartree. The SMILES is COP(=O)(OC)OC.COP(=O)(OC)OC.COP(=O)(OC)OC.COP(=O)(OC)OC.COP(=O)(OC)OC.COC[C@H](C)N.COC[C@H](C)N.COC[C@H](C)N.COC[C@H](C)N.


(2)
Entry from the Open Molecules 2025 dataset: a molecular structure, C20H27CdN3O5S in a non-equilibrium geometry (ωB97M-V with the def2-TZVPD basis set).

```
! wB97M-V def2-TZVPD RIJCOSX def2/J DEFGRID3
* xyz 2 1
C 2.694 -2.215 -0.680
C 2.515 -2.533 -2.279
C 1.443 -1.563 -3.061
C 1.708 0.045 -2.881
N 0.507 0.824 -2.346
C 0.376 0.696 -0.840
C 1.505 1.345 0.210
C 2.796 2.200 -0.329
C 4.257 1.643 0.163
O 4.815 0.649 -0.541
O 5.018 2.197 1.295
C 4.908 1.367 2.505
C 5.464 -0.183 2.501
O 4.373 1.977 3.599
C 1.184 1.045 1.823
C -0.131 0.217 2.347
N -0.627 -0.156 3.726
S -2.168 -1.049 3.779
N -2.401 -1.108 2.020
C -1.260 -0.395 1.328
C -0.967 -0.134 -0.288
C -2.131 -0.748 -1.314
C -2.860 0.456 -2.176
C -3.280 1.770 -1.288
C -4.601 1.543 -0.322
O -5.737 2.226 -0.634
O -4.645 0.700 0.883
C -6.006 0.234 1.192
C -5.921 -1.167 2.097
H 2.723 -3.269 -0.127
H 1.810 -1.619 -0.197
H 3.753 -1.737 -0.536
H 2.086 -3.644 -2.349
H 3.591 -2.554 -2.756
H 0.344 -1.867 -2.793
H 1.573 -1.804 -4.223
H 2.684 0.180 -2.250
H 1.912 0.493 -3.969
H 0.592 1.847 -2.533
H 2.768 2.224 -1.499
H 2.692 3.300 0.111
H 6.450 -0.177 1.829
H 5.703 -0.611 3.564
H 4.677 -0.837 1.895
H 1.928 1.448 2.643
H -2.947 -1.357 -0.695
H -1.693 -1.504 -2.095
H -2.077 0.841 -2.990
H -3.822 0.092 -2.741
H -3.592 2.618 -2.069
H -2.422 2.228 -0.638
H -6.644 -0.064 0.234
H -6.597 1.032 1.854
H -5.190 -1.082 3.008
H -7.045 -1.389 2.411
H -5.539 -2.064 1.430
Cd 1.455 -0.608 4.992
*
```

The calculation puts the LUMO energy at -11.37 eV. Its energy is -1883.31183 Ha. The largest force on an atom comes out at 8.960 eV/A. For the orbital gap, the calculation gives 0.1088 hartree.


(3)
Entry from the Open Molecules 2025 dataset: a molecular structure, C38H28AsCl2N4O4Rh in a non-equilibrium geometry (ωB97M-V with the def2-TZVPD basis set).

```
! wB97M-V def2-TZVPD RIJCOSX def2/J DEFGRID3
* xyz 0 1
Rh 0.305 1.032 0.950
Cl 6.743 -0.489 -1.484
C 5.394 -0.295 -0.423
C 4.339 0.504 -0.815
C 3.215 0.652 0.002
N 2.089 1.403 -0.312
C 2.088 2.361 -1.259
O 3.033 2.737 -1.942
C 0.750 3.007 -1.469
C 0.583 3.893 -2.524
C -0.665 4.456 -2.732
C -1.696 4.126 -1.863
C -1.440 3.244 -0.826
N -0.240 2.696 -0.642
C 3.172 -0.030 1.233
C 4.259 -0.814 1.628
C 5.361 -0.948 0.810
Cl 6.683 -1.933 1.321
N 2.000 0.096 1.953
C 1.900 -0.139 3.282
O 2.817 -0.318 4.070
C 0.479 -0.233 3.754
C 0.190 -0.281 5.108
C -1.127 -0.462 5.495
C -2.097 -0.617 4.513
C -1.718 -0.534 3.185
N -0.455 -0.335 2.814
H 4.384 1.021 -1.758
H 1.439 4.111 -3.147
H -0.833 5.142 -3.551
H -2.684 4.551 -1.977
H -2.210 2.966 -0.118
H 4.235 -1.314 2.583
H 1.004 -0.172 5.811
H -1.395 -0.485 6.543
H -3.131 -0.793 4.775
H -2.446 -0.624 2.388
C -2.088 3.361 3.491
C -1.265 2.536 2.529
O -1.843 1.830 1.658
O -0.007 2.580 2.622
H -3.117 3.012 3.499
H -2.058 4.402 3.165
H -1.653 3.308 4.487
C 1.956 -1.103 -4.790
C 1.846 -2.186 -3.931
C 1.140 -2.073 -2.743
C 0.521 -0.874 -2.405
C 0.657 0.215 -3.263
C 1.361 0.102 -4.449
As -0.438 -0.666 -0.716
C -0.471 -2.509 -0.101
C 0.262 -2.837 1.033
C 0.281 -4.143 1.502
C -0.424 -5.128 0.828
C -1.139 -4.809 -0.321
C -1.164 -3.505 -0.786
C -2.283 -0.417 -1.304
C -2.609 0.489 -2.308
C -3.929 0.666 -2.694
C -4.939 -0.056 -2.077
C -4.626 -0.936 -1.052
C -3.308 -1.101 -0.656
H 2.512 -1.195 -5.713
H 2.321 -3.126 -4.182
H 1.081 -2.923 -2.077
H 0.225 1.170 -3.000
H 1.456 0.960 -5.102
H 0.824 -2.063 1.541
H 0.847 -4.391 2.390
H -0.412 -6.148 1.189
H -1.674 -5.582 -0.857
H -1.718 -3.258 -1.684
H -1.837 1.053 -2.812
H -4.165 1.368 -3.484
H -5.966 0.069 -2.394
H -5.408 -1.501 -0.560
H -3.073 -1.777 0.157
*
```

The calculation puts the LUMO energy at -1.16 eV. Its energy is -5251.60805 Ha. The largest force on an atom comes out at 4.660 eV/A. For the orbital gap, the calculation gives 0.2220 hartree. The energy above the lowest of the compared OMol25 structures with the same formula, charge and spin is 37.09 kcal per mole.


(4)
Entry from the Open Molecules 2025 dataset: 2 unconnected molecules or ions with the total composition C5H7N in a non-equilibrium geometry (ωB97M-V with the def2-TZVPD basis set).

```
! wB97M-V def2-TZVPD RIJCOSX def2/J DEFGRID3
* xyz 0 1
C 1.765 0.116 0.473
C 1.708 -2.064 -0.470
C 1.274 -1.189 0.449
C -0.242 1.552 -0.759
C -1.302 1.941 0.009
N 2.193 1.160 0.609
H 1.468 -3.089 -0.340
H 2.253 -1.824 -1.317
H 0.835 -1.573 1.471
H 0.644 2.065 -0.696
H -0.399 0.774 -1.521
H -1.469 2.959 0.418
H -2.065 1.204 0.250
*
```

The calculation puts the LUMO energy at 0.29 eV. Its energy is -249.35758 Ha. The largest force on an atom comes out at 4.104 eV/A. For the orbital gap, the calculation gives 0.3503 hartree. The energy above the lowest of the compared OMol25 structures with the same formula, charge and spin is 72.58 kcal per mole. The SMILES is C=CC#N.C=C.


(5)
Entry from the Open Molecules 2025 dataset: a molecular structure, C46H46BaN11O5 in a non-equilibrium geometry (ωB97M-V with the def2-TZVPD basis set).

```
! wB97M-V def2-TZVPD RIJCOSX def2/J DEFGRID3
* xyz -1 1
Ba 16.671 15.915 11.181
C 18.173 14.351 8.068
N 17.649 15.703 8.195
C 18.641 16.788 8.207
C 20.129 16.415 8.635
C 20.201 16.049 10.118
N 19.279 16.718 10.996
C 19.695 17.453 11.976
C 19.878 17.099 13.366
C 21.076 17.440 14.034
C 21.208 17.378 15.398
C 20.152 16.787 16.190
C 19.004 16.381 15.545
C 18.824 16.443 14.126
O 17.785 15.976 13.517
C 16.535 15.976 7.190
C 15.752 17.239 7.482
C 14.278 17.045 7.815
N 13.805 18.128 8.682
C 13.374 19.106 10.927
C 13.697 19.005 12.458
C 12.936 19.492 13.498
C 13.251 19.389 14.815
C 14.387 18.735 15.265
C 15.215 18.182 14.252
C 14.947 18.441 12.882
O 15.839 18.165 11.992
H 17.356 13.619 8.326
H 18.915 14.222 8.920
H 18.757 14.117 7.155
H 18.245 17.599 8.868
H 18.651 17.277 7.177
H 20.869 17.218 8.394
H 20.518 15.616 8.059
H 21.310 16.068 10.425
H 19.982 14.900 10.048
H 20.037 18.470 11.713
H 21.974 17.629 13.449
H 22.212 17.631 15.818
H 20.280 16.799 17.228
H 18.211 15.821 16.011
H 15.975 15.044 7.267
H 16.877 16.094 6.122
H 15.851 17.921 6.599
H 16.173 17.893 8.289
H 13.975 16.127 8.313
H 13.678 17.131 6.907
H 14.141 19.831 10.540
H 12.067 20.173 13.270
H 12.687 19.989 15.474
H 14.572 18.517 16.310
H 16.094 17.652 14.480
C 12.460 20.854 8.660
C 13.779 20.453 8.271
N 14.453 19.329 8.233
C 13.545 17.910 9.993
C 11.997 19.697 10.729
N 11.775 20.418 9.674
C 12.998 16.596 10.355
C 11.614 16.377 10.163
C 11.085 15.033 10.476
C 11.980 14.065 10.935
C 13.413 14.338 10.973
N 13.773 15.505 10.482
C 14.251 13.244 11.451
C 13.979 11.936 11.007
N 14.689 10.931 11.547
C 15.805 11.091 12.207
C 16.127 12.423 12.592
N 15.450 13.458 12.092
C 9.644 14.707 10.408
C 9.184 13.412 10.714
C 7.804 13.128 10.514
N 6.990 14.033 10.051
C 7.490 15.176 9.514
C 8.803 15.532 9.653
H 12.037 21.690 8.060
H 14.296 21.310 7.819
H 11.062 19.325 11.233
H 10.892 17.242 10.107
H 11.648 13.082 11.287
H 13.259 11.760 10.197
H 16.392 10.197 12.395
H 17.036 12.640 13.165
H 9.779 12.672 11.272
H 7.335 12.127 10.791
H 6.716 15.751 9.008
H 9.244 16.370 9.089
N 11.877 13.998 6.951
N 13.235 14.243 6.556
H 11.523 14.855 7.364
H 11.835 13.244 7.631
H 13.294 14.311 5.523
H 13.834 13.465 6.891
O 13.107 9.498 9.647
C 14.399 9.257 9.295
C 15.044 8.126 9.857
C 16.270 7.604 9.368
C 17.018 8.496 8.582
C 16.480 9.730 8.256
C 15.121 10.098 8.416
C 14.592 11.271 7.628
O 13.415 11.588 7.929
O 15.384 11.833 6.824
H 12.798 8.647 10.064
H 14.549 7.518 10.605
H 16.720 6.689 9.731
H 18.037 8.248 8.230
H 17.076 10.368 7.603
*
```

The calculation puts the LUMO energy at 0.79 eV. Its energy is -2784.30191 Ha. The largest force on an atom comes out at 4.554 eV/A. For the orbital gap, the calculation gives 0.1857 hartree.


(6)
Entry from the Open Molecules 2025 dataset: C7H13N in the gas phase in a non-equilibrium geometry (ωB97M-V with the def2-TZVPD basis set).

```
! wB97M-V def2-TZVPD RIJCOSX def2/J DEFGRID3
* xyz 0 1
C -0.764 -0.803 -1.579
C -0.362 0.711 -1.780
C -0.166 0.961 -0.270
C 0.704 1.522 1.025
C 1.057 0.111 1.499
C -0.238 -0.725 1.142
C 0.047 -1.470 -0.291
H -1.953 -0.766 -1.171
H -0.845 -1.626 -2.530
H 0.484 1.028 -2.464
H -1.277 1.127 -2.119
H 0.805 0.350 -0.533
H 1.478 2.178 0.430
H 0.407 2.209 1.999
H 2.005 -0.391 1.116
H 1.420 0.185 2.650
H -0.616 -1.387 1.750
H 1.061 -1.639 -0.447
H -0.379 -2.579 -0.191
H -1.606 0.796 1.226
N -1.263 0.209 0.536
*
```

The calculation puts the LUMO energy at 1.02 eV. Its energy is -329.00259 Ha. The largest force on an atom comes out at 7.493 eV/A. For the orbital gap, the calculation gives 0.3612 hartree. The energy above the lowest of the compared OMol25 structures with the same formula, charge and spin is 168.72 kcal per mole. The SMILES is C1C[C@@H]2CC[C@H](C1)N2.


(7)
Entry from the Open Molecules 2025 dataset: 2 unconnected molecules or ions with the total composition CH4OP2 in a non-equilibrium geometry (ωB97M-V with the def2-TZVPD basis set).

```
! wB97M-V def2-TZVPD RIJCOSX def2/J DEFGRID3
* xyz 0 1
C 0.011 0.057 -0.889
O 2.629 0.719 0.881
P 2.754 0.304 -0.467
P -0.517 0.121 0.767
H -0.197 0.874 -1.491
H 0.019 -0.998 -1.394
H -0.263 -1.139 1.054
H 0.558 0.615 1.702
*
```

The calculation puts the LUMO energy (alpha / beta) at -1.12 / -1.18 eV. Its energy is -798.31699 Ha. The largest force on an atom comes out at 4.479 eV/A. For the orbital gap (alpha / beta), the calculation gives 0.2334 / 0.2275 hartree. The energy above the lowest of the compared OMol25 structures with the same formula, charge and spin is 62.18 kcal per mole.